(1)
{
  "formula": "C29H38N4O2OsP2",
  "method": "ωB97M-V/def2-TZVPD",
  "total_energy_ha": -2269.934630,
  "charge": 2,
  "largest_force_ev_per_a": 5.0,
  "orbital_gap_ha": [0.256, 0.075],
  "multiplicity": 5,
  "relative_energy_kj_mol": 0.0,
  "s2": 6.036,
  "elements": ["Os", "C", "C", "C", "C", "C", "C", "C", "C", "C", "H", "H", "H", "H", "H", "H", "H", "H", "H", "H", "H", "H", "H", "H", "H", "P", "P", "N", "N", "N", "N", "C", "C", "C", "C", "C", "C", "C", "C", "C", "C", "C", "C", "C", "C", "C", "C", "C", "C", "H", "H", "H", "H", "H", "H", "H", "H", "H", "H", "H", "H", "H", "H", "H", "H", "H", "H", "H", "H", "C", "C", "O", "O", "H", "H", "H"],
  "xyz": [[0.11, 0.05, 5.37], [-1.09, 1.77, 4.89], [-1.41, 0.67, 4.03], [-0.97, 0.60, 2.56], [0.35, -0.16, 2.36], [1.15, -0.24, 3.64], [1.56, 0.99, 4.33], [1.15, 2.38, 3.86], [-0.17, 2.90, 4.47], [1.56, -1.12, 6.26], [-1.84, 2.05, 5.64], [-2.36, 0.15, 4.22], [-0.90, 1.61, 2.13], [-1.76, 0.07, 2.01], [0.15, -1.18, 2.01], [0.94, 0.33, 1.56], [1.87, -1.07, 3.67], [2.54, 0.94, 4.82], [1.10, 2.41, 2.77], [1.95, 3.07, 4.17], [0.03, 3.51, 5.36], [-0.66, 3.57, 3.74], [1.50, -1.10, 7.36], [2.60, -0.99, 5.90], [1.17, -2.09, 5.91], [1.37, -1.24, -3.21], [-1.60, -0.71, -2.83], [2.81, -0.28, -3.06], [2.15, -2.50, -4.18], [-1.89, 1.00, -2.54], [-3.28, -1.07, -3.18], [0.54, -0.27, -4.57], [-0.97, -0.57, -4.58], [3.17, 0.36, -1.87], [4.19, 1.26, -2.13], [4.48, 1.17, -3.54], [3.63, 0.22, -4.08], [2.34, -3.80, -3.69], [2.77, -4.62, -4.73], [2.87, -3.80, -5.90], [2.51, -2.51, -5.54], [-1.75, 1.60, -1.28], [-1.86, 2.97, -1.42], [-2.08, 3.25, -2.81], [-2.11, 2.03, -3.47], [-4.22, -0.37, -3.94], [-5.30, -1.21, -4.20], [-5.01, -2.48, -3.58], [-3.78, -2.36, -2.95], [0.97, -0.50, -5.55], [0.72, 0.80, -4.38], [-1.51, 0.18, -5.15], [-1.18, -1.55, -5.06], [2.65, 0.11, -0.96], [4.66, 1.91, -1.42], [5.23, 1.73, -4.08], [3.53, -0.14, -5.09], [2.14, -4.00, -2.65], [2.99, -5.67, -4.66], [3.15, -4.12, -6.89], [2.48, -1.61, -6.13], [-1.59, 0.98, -0.41], [-1.80, 3.71, -0.63], [-2.20, 4.21, -3.28], [-2.27, 1.81, -4.51], [-4.05, 0.65, -4.23], [-6.18, -0.96, -4.78], [-5.64, -3.36, -3.60], [-3.20, -3.06, -2.37], [-0.52, 1.01, 8.20], [-1.46, -0.10, 7.79], [-2.30, -0.53, 8.57], [-1.33, -0.61, 6.55], [-0.75, 1.32, 9.22], [-0.63, 1.90, 7.56], [0.53, 0.68, 8.18]]
}


(2)
{
  "formula": "C4H8",
  "method": "ωB97M-V/def2-TZVPD",
  "total_energy_ha": -157.080352,
  "largest_force_ev_per_a": 2.1,
  "orbital_gap_ha": 0.372,
  "relative_energy_kj_mol": 272.0,
  "smiles": "C=C.C=C",
  "elements": ["C", "C", "H", "H", "H", "H", "C", "C", "H", "H", "H", "H"],
  "xyz": [[-0.99, 1.24, -2.28], [0.21, 0.78, -2.62], [-1.71, 1.61, -3.03], [-1.41, 1.29, -1.26], [0.60, 0.90, -3.63], [0.76, 0.21, -1.88], [0.46, -0.63, 2.97], [0.47, -1.42, 1.88], [-0.26, 0.18, 3.13], [0.83, -0.86, 3.97], [-0.42, -1.62, 1.22], [1.47, -1.68, 1.53]]
}


(3)
{
  "formula": "C28H84N2O14",
  "method": "ωB97M-V/def2-TZVPD",
  "total_energy_ha": -2279.656639,
  "largest_force_ev_per_a": 15.3,
  "orbital_gap_ha": 0.327,
  "relative_energy_kj_mol": 986.2,
  "elements": ["C", "O", "H", "H", "H", "H", "C", "O", "H", "H", "H", "H", "C", "O", "H", "H", "H", "H", "C", "O", "H", "H", "H", "H", "C", "O", "H", "H", "H", "H", "C", "O", "H", "H", "H", "H", "C", "O", "N", "N", "H", "H", "H", "H", "C", "C", "C", "O", "H", "H", "H", "H", "H", "H", "H", "H", "C", "C", "C", "O", "H", "H", "H", "H", "H", "H", "H", "H", "C", "C", "C", "O", "H", "H", "H", "H", "H", "H", "H", "H", "C", "C", "C", "O", "H", "H", "H", "H", "H", "H", "H", "H", "C", "C", "C", "O", "H", "H", "H", "H", "H", "H", "H", "H", "C", "C", "C", "O", "H", "H", "H", "H", "H", "H", "H", "H", "C", "C", "C", "O", "H", "H", "H", "H", "H", "H", "H", "H"],
  "xyz": [[-0.39, 0.23, -5.21], [-1.26, -0.56, -5.99], [-0.89, 1.15, -4.81], [0.45, 0.62, -5.77], [-0.01, -0.40, -4.37], [-2.04, -0.85, -5.53], [-3.15, 0.07, 1.67], [-1.75, 0.39, 1.94], [-3.76, 0.72, 2.24], [-3.40, -0.96, 1.90], [-3.43, 0.28, 0.61], [-1.24, -0.32, 1.55], [-2.31, -3.50, -4.58], [-2.56, -2.41, -3.81], [-1.32, -3.52, -4.87], [-3.00, -3.43, -5.38], [-2.61, -4.43, -4.01], [-2.06, -2.56, -3.02], [0.85, -2.50, 0.72], [-0.27, -1.68, 0.62], [0.58, -3.51, 0.72], [1.30, -2.27, 1.69], [1.56, -2.30, -0.09], [-0.59, -1.75, -0.30], [1.95, 2.96, -3.38], [3.30, 2.59, -3.07], [1.28, 2.09, -3.50], [1.90, 3.43, -4.40], [1.50, 3.60, -2.60], [3.80, 3.39, -3.22], [-1.29, 4.75, 1.71], [-0.39, 5.77, 2.19], [-1.48, 4.66, 0.62], [-2.22, 4.71, 2.31], [-0.72, 3.85, 1.91], [0.08, 6.12, 1.39], [-0.47, -4.07, -1.71], [-0.68, -2.73, -1.91], [0.70, -4.65, -1.90], [-1.32, -4.85, -1.24], [1.50, -4.08, -2.29], [0.85, -5.61, -1.72], [-2.24, -4.55, -0.93], [-1.23, -5.85, -1.03], [-5.74, -3.91, -1.48], [-4.24, -3.74, -1.18], [-3.87, -2.34, -0.58], [-3.86, -4.68, -0.50], [-6.11, -4.74, -2.05], [-6.09, -3.01, -1.99], [-6.36, -4.03, -0.52], [-3.80, -3.85, -2.18], [-4.09, -1.52, -1.32], [-2.90, -2.23, -0.24], [-4.48, -2.17, 0.27], [-4.27, -5.54, -0.74], [2.16, 3.60, 2.02], [3.44, 3.59, 1.27], [3.24, 3.73, -0.19], [4.21, 4.47, 1.57], [1.51, 2.80, 1.71], [1.60, 4.42, 1.75], [2.17, 3.63, 3.10], [3.94, 2.67, 1.55], [2.63, 4.61, -0.49], [2.85, 2.69, -0.51], [4.20, 3.74, -0.64], [3.72, 5.20, 1.95], [0.79, -0.22, 5.95], [0.78, -0.35, 4.46], [1.36, 0.88, 3.84], [1.31, -1.36, 3.99], [1.74, -0.11, 6.34], [0.38, -1.04, 6.52], [0.23, 0.70, 6.12], [-0.23, -0.34, 4.06], [1.40, 0.67, 2.71], [2.33, 1.13, 4.28], [0.59, 1.70, 3.99], [0.67, -2.07, 3.98], [3.32, 0.11, 1.04], [4.72, -0.28, 0.62], [5.24, 0.66, -0.50], [5.63, -0.34, 1.48], [2.76, 0.55, 0.23], [3.21, 0.73, 1.95], [2.79, -0.73, 1.38], [4.66, -1.32, 0.18], [5.52, 1.67, -0.20], [4.46, 0.75, -1.28], [6.01, 0.33, -1.17], [5.95, 0.59, 1.75], [1.67, -2.71, -4.49], [2.72, -2.32, -3.48], [2.24, -1.10, -2.73], [2.92, -3.20, -2.56], [0.70, -2.84, -3.97], [1.87, -3.74, -4.93], [1.51, -2.06, -5.38], [3.64, -2.17, -3.99], [1.22, -1.19, -2.41], [2.24, -0.17, -3.29], [2.95, -0.88, -1.99], [3.22, -4.06, -2.98], [-2.59, 1.60, 5.95], [-3.10, 2.09, 4.55], [-3.80, 3.44, 4.65], [-2.14, 2.31, 3.77], [-2.44, 0.55, 5.92], [-3.32, 1.78, 6.67], [-1.65, 2.11, 6.30], [-3.68, 1.29, 4.12], [-3.19, 4.23, 5.00], [-4.64, 3.29, 5.30], [-4.20, 3.63, 3.67], [-1.97, 1.52, 3.20], [0.43, 1.76, -0.56], [-0.97, 1.68, -1.21], [-1.42, 0.28, -1.70], [-1.90, 2.19, -0.53], [0.61, 2.79, -0.27], [1.23, 1.39, -1.16], [0.37, 1.11, 0.36], [-0.80, 2.30, -2.08], [-1.88, -0.29, -0.91], [-0.64, -0.30, -2.08], [-2.16, 0.27, -2.46], [-2.04, 1.66, 0.26]]
}


(4)
{
  "formula": "C12H20CuF4NO",
  "method": "ωB97M-V/def2-TZVPD",
  "total_energy_ha": -2638.355333,
  "charge": 2,
  "largest_force_ev_per_a": 2.2,
  "orbital_gap_ha": [0.303, 0.206],
  "multiplicity": 3,
  "relative_energy_kj_mol": 0.0,
  "s2": 2.007,
  "elements": ["C", "C", "C", "C", "C", "C", "C", "F", "F", "C", "F", "F", "C", "C", "C", "C", "N", "O", "H", "H", "H", "H", "H", "H", "H", "H", "H", "H", "H", "H", "H", "H", "H", "H", "H", "H", "H", "H", "Cu"],
  "xyz": [[2.67, -1.42, 0.81], [1.46, -0.76, 0.09], [1.51, -1.22, -1.36], [0.16, -1.23, 0.79], [-1.12, -0.44, 0.50], [-2.03, -0.60, 1.74], [-1.85, -1.03, -0.73], [-1.31, -0.49, -1.88], [-1.63, -2.39, -0.80], [-3.37, -0.83, -0.85], [-4.03, -1.69, -0.03], [-3.68, 0.45, -0.51], [-0.90, 1.08, 0.29], [0.45, 1.61, -0.27], [0.51, 1.72, -1.81], [0.67, 3.02, 0.31], [1.58, 0.73, 0.20], [2.05, 1.10, 1.31], [2.50, -1.42, 1.91], [2.75, -2.46, 0.52], [3.62, -0.88, 0.55], [2.43, -0.87, -1.83], [0.69, -0.86, -1.95], [1.56, -2.30, -1.36], [0.05, -2.27, 0.51], [0.33, -1.21, 1.86], [-2.82, 0.14, 1.74], [-1.45, -0.43, 2.64], [-2.45, -1.59, 1.80], [-3.66, -1.01, -1.89], [-1.05, 1.55, 1.25], [-1.65, 1.50, -0.37], [0.90, 2.70, -2.07], [-0.49, 1.66, -2.22], [1.16, 1.00, -2.29], [-0.01, 3.69, -0.22], [0.44, 3.07, 1.37], [1.68, 3.36, 0.12], [4.36, -0.98, 2.14]]
}


(5)
{
  "formula": "C11H13NOS2",
  "method": "ωB97M-V/def2-TZVPD",
  "total_energy_ha": -1353.238656,
  "largest_force_ev_per_a": 5.4,
  "orbital_gap_ha": 0.305,
  "relative_energy_kj_mol": 21.4,
  "smiles": "O[C@]12NSS[C@@H]1CCCc1ccccc12",
  "elements": ["O", "C", "N", "S", "S", "C", "C", "C", "C", "C", "C", "C", "C", "C", "C", "H", "H", "H", "H", "H", "H", "H", "H", "H", "H", "H", "H", "H"],
  "xyz": [[1.40, 0.08, -1.76], [1.22, 0.30, -0.40], [2.31, 1.65, -0.08], [3.84, 0.92, -0.30], [3.48, -0.66, 0.94], [1.64, -0.69, 0.66], [1.06, -2.08, 0.25], [-0.51, -2.16, 0.38], [-1.18, -1.40, -0.74], [-1.27, 0.02, -0.38], [-2.55, 0.53, -0.04], [-2.75, 1.81, 0.43], [-1.64, 2.62, 0.61], [-0.36, 2.13, 0.36], [-0.18, 0.86, -0.17], [2.23, -0.44, -1.79], [2.00, 2.37, -0.69], [1.12, -0.24, 1.46], [1.60, -2.73, 0.85], [1.40, -2.40, -0.69], [-0.79, -1.85, 1.30], [-0.58, -3.24, 0.46], [-2.10, -1.91, -0.90], [-0.80, -1.38, -1.77], [-3.42, -0.24, -0.16], [-3.79, 1.97, 0.61], [-1.87, 3.53, 1.01], [0.47, 2.62, 0.55]]
}